1.
{
  "formula": "C35H37N6O2RuS2Se",
  "method": "wB97M-V/def2-TZVPD",
  "e_lumo_ev": [-0.3, -0.8],
  "multiplicity": 2,
  "gap_ev": [7.0, 6.4],
  "s2": 0.76,
  "species": ["Ru", "C", "C", "N", "C", "S", "N", "N", "C", "C", "C", "C", "C", "C", "C", "N", "H", "H", "H", "H", "H", "H", "H", "H", "H", "H", "H", "H", "H", "C", "C", "C", "C", "C", "C", "C", "S", "O", "O", "N", "C", "C", "C", "C", "C", "C", "C", "C", "N", "C", "H", "H", "H", "H", "H", "H", "H", "H", "H", "H", "H", "H", "H", "C", "C", "C", "C", "C", "C", "Se", "C", "C", "C", "H", "H", "H", "H", "H", "H", "H", "H", "H", "H", "H"],
  "coordinates": [[-0.3096, 0.2330, 0.0590], [3.8775, 4.7390, -2.1184], [2.7406, 4.0150, -1.4232], [2.7220, 2.6202, -1.8444], [1.8810, 1.6945, -1.3225], [0.4133, 2.2808, -0.5465], [2.2104, 0.4399, -1.4996], [1.3128, -0.4143, -0.9424], [1.5375, -1.6852, -0.9657], [2.7905, -2.2953, -1.4880], [0.4246, -2.5019, -0.4441], [0.4088, -3.8904, -0.5289], [-0.7010, -4.5807, -0.0786], [-1.7830, -3.8759, 0.4316], [-1.7115, -2.4971, 0.4712], [-0.6381, -1.8306, 0.0551], [3.9154, 5.7784, -1.7961], [3.7494, 4.7193, -3.2007], [4.8392, 4.2820, -1.8772], [1.7862, 4.4733, -1.6868], [2.8452, 4.0835, -0.3354], [3.6098, 2.2261, -2.1230], [3.5857, -1.5569, -1.4273], [2.6915, -2.6082, -2.5298], [3.0613, -3.1638, -0.8891], [1.2546, -4.4140, -0.9481], [-0.7275, -5.6607, -0.1355], [-2.6706, -4.3780, 0.7877], [-2.5324, -1.8895, 0.8304], [3.0158, 4.8482, 5.8092], [2.7474, 3.6214, 4.9831], [1.8831, 3.6750, 3.8923], [1.6058, 2.5454, 3.1412], [2.1975, 1.3388, 3.4817], [3.0559, 1.2594, 4.5678], [3.3295, 2.4000, 5.3066], [1.9456, -0.1321, 2.5137], [2.1432, -1.2396, 3.4177], [2.7986, -0.0545, 1.3614], [0.3966, -0.0741, 2.0108], [-0.5773, 0.0973, 3.0096], [-0.4538, -0.1545, 4.3619], [-1.5227, 0.0948, 5.2442], [-2.7230, 0.5841, 4.8124], [-2.8981, 0.8438, 3.4352], [-4.0933, 1.3649, 2.8873], [-4.1780, 1.6199, 1.5500], [-3.0701, 1.3370, 0.7295], [-1.9535, 0.8320, 1.2086], [-1.8320, 0.5967, 2.5511], [3.0156, 5.7469, 5.1927], [3.9773, 4.7808, 6.3167], [2.2465, 4.9748, 6.5737], [1.4188, 4.6174, 3.6252], [0.9391, 2.6027, 2.2902], [3.4970, 0.3075, 4.8294], [4.0049, 2.3381, 6.1514], [0.4641, -0.5583, 4.7571], [-1.3750, -0.1133, 6.2961], [-3.5397, 0.7678, 5.4978], [-4.9305, 1.5625, 3.5457], [-5.0735, 2.0296, 1.1044], [-3.0828, 1.5292, -0.3357], [-4.9182, 4.5486, -4.5271], [-4.1164, 3.4290, -3.9234], [-4.7140, 2.4449, -3.1554], [-3.9877, 1.3886, -2.6053], [-4.7764, 0.3496, -1.8442], [-2.6032, 1.3238, -2.8100], [-1.5908, -0.1644, -2.1072], [-1.9894, 2.2795, -3.6405], [-0.5366, 2.2165, -4.0253], [-2.7531, 3.3143, -4.1664], [-5.8850, 4.6520, -4.0356], [-5.1029, 4.3669, -5.5880], [-4.3915, 5.4999, -4.4464], [-5.7849, 2.4834, -2.9833], [-5.7565, 0.2267, -2.3050], [-4.9526, 0.6479, -0.8070], [-4.2688, -0.6126, -1.8280], [0.1014, 2.5759, -3.2172], [-0.3561, 2.8403, -4.9005], [-0.2270, 1.1949, -4.2436], [-2.2652, 4.0475, -4.8004]]
}

2.
{
  "formula": "C8H14N2O2",
  "method": "wB97M-V/def2-TZVPD",
  "e_lumo_ev": 0.5,
  "gap_ev": 8.6,
  "species": ["C", "C", "C", "C", "C", "C", "C", "C", "N", "N", "O", "O", "H", "H", "H", "H", "H", "H", "H", "H", "H", "H", "H", "H", "H", "H"],
  "coordinates": [[2.1347, 0.2037, -1.3247], [-0.0570, -1.0593, -1.5298], [-0.4269, -2.1144, -0.4166], [1.3220, -1.3417, 0.8049], [-0.7035, -0.2923, 0.9752], [0.7330, 0.0022, -0.8868], [-0.0620, 0.7987, 0.0705], [-1.0698, 1.8189, -0.5564], [-0.0607, -1.5788, 0.8754], [0.9140, 1.7123, 0.8889], [2.6370, -0.4022, -2.2504], [2.9636, 1.0080, -0.5548], [0.5513, -1.4631, -2.2875], [-0.9639, -0.6789, -1.9093], [-1.4707, -2.4249, -0.4486], [0.1941, -3.0632, -0.5525], [1.8927, -2.1123, 0.2572], [1.8567, -0.6506, 1.3454], [-0.6979, 0.1407, 1.9983], [-1.7848, -0.4202, 0.6499], [-1.5132, 1.4352, -1.4300], [-0.6342, 2.8334, -0.7994], [-1.8291, 2.0998, 0.1940], [0.6886, 1.7616, 1.8093], [0.7875, 2.5927, 0.4356], [2.4021, 1.3703, 0.2091]]
}

3.
{
  "formula": "C34H96N6O11",
  "method": "wB97M-V/def2-TZVPD",
  "smiles": "COC[C@H](C)N.COC[C@H](C)N.COC[C@H](C)N.COC[C@H](C)N.COC[C@H](C)N.COC[C@H](C)N.CCO.CCO.CCO.CCO.CCO",
  "e_lumo_ev": 0.6,
  "gap_ev": 9.3,
  "species": ["C", "O", "C", "C", "C", "N", "H", "H", "H", "H", "H", "H", "H", "H", "H", "H", "H", "C", "O", "C", "C", "C", "N", "H", "H", "H", "H", "H", "H", "H", "H", "H", "H", "H", "C", "O", "C", "C", "C", "N", "H", "H", "H", "H", "H", "H", "H", "H", "H", "H", "H", "C", "O", "C", "C", "C", "N", "H", "H", "H", "H", "H", "H", "H", "H", "H", "H", "H", "C", "O", "C", "C", "C", "N", "H", "H", "H", "H", "H", "H", "H", "H", "H", "H", "H", "C", "O", "C", "C", "C", "N", "H", "H", "H", "H", "H", "H", "H", "H", "H", "H", "H", "C", "C", "O", "H", "H", "H", "H", "H", "H", "C", "C", "O", "H", "H", "H", "H", "H", "H", "C", "C", "O", "H", "H", "H", "H", "H", "H", "C", "C", "O", "H", "H", "H", "H", "H", "H", "C", "C", "O", "H", "H", "H", "H", "H", "H"],
  "coordinates": [[-1.0436, -1.9689, 3.0245], [-1.6958, -0.8464, 3.5539], [-1.0361, -0.1728, 4.5885], [-1.3000, -0.6888, 6.0061], [-2.7485, -0.7227, 6.2515], [-0.4683, 0.0030, 7.0104], [0.0351, -1.8025, 2.8151], [-1.5127, -2.1650, 2.0410], [-1.0591, -2.8777, 3.6394], [0.0221, -0.1277, 4.3706], [-1.5354, 0.7894, 4.4621], [-0.9419, -1.7176, 6.1457], [-3.0432, -1.1377, 7.2221], [-3.3415, -1.3382, 5.5594], [-3.1339, 0.3123, 6.0059], [0.4972, -0.1244, 6.7854], [-0.6222, 1.0089, 7.0158], [-0.8387, -0.3548, -3.5961], [-2.0176, -0.3069, -2.8088], [-3.1779, -1.0242, -3.3900], [-4.1054, -1.5052, -2.3038], [-5.3165, -2.1166, -2.9639], [-4.5963, -0.4837, -1.4270], [-0.2574, -1.2919, -3.4841], [-0.1131, 0.3585, -3.2832], [-1.1726, -0.2353, -4.6466], [-3.5828, -0.3217, -4.0996], [-2.8969, -1.8226, -4.0812], [-3.6775, -2.3578, -1.6670], [-5.2472, -3.0440, -3.5538], [-5.7590, -1.4293, -3.6569], [-6.0147, -2.3556, -2.1975], [-5.4231, 0.0376, -1.7569], [-3.8894, 0.2060, -1.1412], [5.6642, -0.8266, -2.6175], [4.4960, -1.5357, -2.9602], [4.3201, -2.6235, -2.0885], [2.9368, -3.2856, -2.2157], [2.6892, -3.8142, -3.6625], [1.7921, -2.4534, -1.8259], [5.5609, 0.1946, -2.9507], [6.5628, -1.3743, -2.9382], [5.7613, -0.7568, -1.4586], [5.0308, -3.3869, -2.3162], [4.4436, -2.3177, -1.0309], [2.9612, -4.2466, -1.6528], [2.8746, -2.9786, -4.3607], [1.6650, -4.1940, -3.5721], [3.3749, -4.6591, -3.9100], [1.8132, -1.6786, -2.5117], [2.0256, -2.1139, -0.8924], [5.5634, 1.7290, -5.3905], [4.7265, 1.7852, -4.2798], [3.3395, 1.8062, -4.5278], [2.4716, 2.0802, -3.2468], [2.8607, 3.3490, -2.4709], [2.5401, 0.9150, -2.2865], [6.5882, 1.7422, -5.0216], [5.3423, 2.5622, -6.0381], [5.3186, 0.7397, -5.9146], [3.0160, 2.5628, -5.2347], [2.9849, 0.8127, -4.8515], [1.4139, 2.1196, -3.5323], [2.3933, 3.3375, -1.4487], [2.5296, 4.2679, -2.9927], [3.9068, 3.4938, -2.3424], [3.0698, 0.1214, -2.7286], [3.1933, 1.1367, -1.5014], [-4.1897, -6.1575, 1.3956], [-3.0704, -6.1876, 0.5144], [-2.5353, -4.8818, 0.4277], [-1.4303, -4.8136, -0.6440], [-0.1869, -5.5321, -0.2117], [-1.1506, -3.3610, -0.8491], [-3.9140, -5.9818, 2.4330], [-4.6640, -7.1343, 1.3985], [-4.9674, -5.4732, 1.0502], [-3.3065, -4.1353, 0.3033], [-2.0465, -4.6455, 1.4251], [-1.7763, -5.2416, -1.5526], [0.1660, -5.0537, 0.6985], [0.5925, -5.2735, -0.9870], [-0.2951, -6.6157, -0.0335], [-0.2231, -3.1460, -1.2254], [-1.8200, -2.9444, -1.4458], [1.1424, 2.9948, 3.4968], [0.4464, 3.8931, 2.7466], [-0.6649, 4.4197, 3.4118], [-1.4565, 5.3321, 2.4708], [-0.7536, 6.6227, 2.1228], [-2.7795, 5.6798, 3.0503], [0.5087, 2.0879, 3.6991], [1.3786, 3.3908, 4.5324], [2.0214, 2.8038, 2.9725], [-1.2922, 3.5967, 3.8420], [-0.4438, 5.0297, 4.2835], [-1.6486, 4.7448, 1.5765], [-1.3472, 7.2648, 1.5081], [0.1837, 6.6405, 1.6364], [-0.5378, 7.1697, 3.0798], [-2.7885, 6.0594, 3.9647], [-3.4850, 4.9041, 2.9338], [6.0276, 3.2067, 0.4613], [5.7358, 1.7465, 1.0129], [4.7884, 1.1690, 0.1092], [5.2601, 3.8899, 0.8143], [6.0077, 3.1400, -0.6444], [7.0639, 3.5741, 0.7059], [5.2618, 1.7417, 1.9815], [6.6573, 1.1365, 1.1547], [4.2652, 0.4677, 0.6016], [-5.9059, -1.6986, 3.1312], [-6.2478, -1.2804, 1.7240], [-7.2378, -2.0623, 1.1068], [-5.7355, -2.7274, 3.2363], [-6.6929, -1.5370, 3.7982], [-4.9903, -1.1768, 3.5169], [-5.3272, -1.4718, 1.1667], [-6.4853, -0.1793, 1.6505], [-7.9680, -2.2104, 1.7288], [-1.3297, 1.2855, 0.8256], [-0.2654, 1.5916, -0.1744], [0.7723, 0.6455, -0.1104], [-1.0100, 1.0200, 1.7925], [-1.6964, 0.3185, 0.3900], [-2.0778, 2.0865, 0.8447], [0.0896, 2.6176, -0.1538], [-0.8185, 1.5042, -1.1470], [1.3296, 0.6166, -0.9067], [-1.1118, 4.2321, -4.5502], [-1.7253, 3.1721, -3.6069], [-3.0100, 2.8220, -4.2261], [-1.1553, 3.8834, -5.6017], [-0.0089, 4.3504, -4.3151], [-1.6466, 5.2030, -4.5386], [-1.8809, 3.7490, -2.6895], [-1.1340, 2.2707, -3.4265], [-3.6011, 2.5052, -3.4953], [3.6608, -1.3401, 3.3096], [2.7948, -0.2486, 2.6326], [2.9561, -0.3525, 1.2139], [3.9016, -1.2498, 4.3462], [4.5792, -1.6195, 2.7287], [2.9306, -2.1796, 3.1751], [3.1310, 0.7345, 3.0052], [1.7815, -0.4277, 2.8972], [2.1848, 0.1389, 0.8333]]
}